# 1
Density functional theory data (ωB97M-V with the def2-TZVPD basis set) for a cluster of 13 separate species, C24H70O17 in total.

The HOMO-LUMO gap is 9.26 eV. The total energy is -60817.678 eV.

Geometry (Å):
C  -0.08519  -2.22979  0.86126
C  0.81981  -0.88698  1.18191
C  0.36394  0.45301  0.35053
C  0.61433  0.36359  -1.27277
C  -0.59251  1.09096  -2.12625
C  -1.88503  0.13069  -2.43556
C  -1.52753  -1.16601  -3.42734
O  -1.87188  -2.36925  -2.65536
C  -0.82329  -3.39784  -2.71526
O  -1.23653  -4.69048  -2.83624
O  0.62798  -3.18712  -2.60109
C  1.38246  -3.99388  -3.58511
C  2.73654  -3.15866  -4.07856
C  4.09345  -3.57121  -3.24981
C  4.08142  -3.15946  -1.66218
O  4.45409  -4.11590  -0.78256
O  3.73511  -1.84103  -1.10378
H  0.39349  -2.91314  0.01148
H  -0.04874  -2.90177  1.84711
H  -1.21898  -2.01052  0.65653
H  0.67018  -0.63924  2.33896
H  1.93817  -1.18957  1.01200
H  -0.74833  0.77491  0.54331
H  1.04204  1.34539  0.74904
H  1.66141  0.80366  -1.62157
H  0.59496  -0.77138  -1.56234
H  -0.92192  2.03566  -1.47465
H  -0.21710  1.49305  -3.18553
H  -2.73738  0.79359  -2.89551
H  -2.31241  -0.26405  -1.39408
H  -0.39481  -1.05145  -3.69666
H  -2.22250  -1.01514  -4.38353
H  0.71398  -4.18503  -4.52778
H  1.73473  -4.98817  -3.06020
H  2.93558  -3.45925  -5.21550
H  2.53456  -1.98674  -4.10453
H  4.27278  -4.73994  -3.33626
H  5.01414  -3.02099  -3.74653
H  2.85226  -1.56922  -1.50882
C  2.49920  3.81147  -2.55200
O  2.21402  2.56827  -3.16637
H  1.86402  3.92613  -1.67058
H  3.54853  3.83641  -2.24799
H  2.29301  4.62219  -3.25503
H  2.79224  2.49477  -3.94463
C  -0.27154  3.90138  -5.38105
O  -0.13077  2.51469  -5.62923
H  -0.87810  4.04181  -4.48335
H  0.71427  4.34644  -5.22536
H  -0.76740  4.37615  -6.23119
H  0.41154  2.42143  -6.43087
C  -2.57019  -1.52333  3.54739
O  -1.57953  -0.55212  3.26515
H  -2.64478  -2.21085  2.70165
H  -2.28963  -2.08129  4.44410
H  -3.53316  -1.02957  3.69883
H  -1.53605  0.04320  4.03270
C  -3.01173  4.36380  -1.83593
O  -1.73354  4.95081  -1.67481
H  -2.89573  3.38219  -2.30122
H  -3.48604  4.24748  -0.85836
H  -3.62695  4.99867  -2.47817
H  -1.86836  5.81985  -1.26007
C  3.43983  2.10280  2.75835
O  3.15464  0.85960  2.14399
H  2.80464  2.21745  3.63977
H  4.48915  2.12774  3.06237
H  3.23363  2.91352  2.05533
H  3.73286  0.78609  1.36572
C  0.19348  -1.69295  6.60533
O  -0.66652  -0.59317  6.84029
H  1.13399  -1.32565  6.18815
H  0.39233  -2.20893  7.54785
H  -0.27517  -2.37778  5.89442
H  -1.49209  -0.94981  7.20999
C  -1.49039  3.46226  3.92632
O  -1.92697  2.35615  4.69459
H  -1.39014  3.15295  2.88335
H  -2.22511  4.26814  3.99609
H  -0.52138  3.80498  4.29725
H  -2.00675  2.66078  5.61451
C  -2.04783  -7.06344  -5.80173
O  -1.05716  -6.09223  -6.08396
H  -2.12241  -7.75096  -6.64746
H  -1.76726  -7.62140  -4.90501
H  -3.01079  -6.56968  -5.65029
H  -1.01369  -5.49691  -5.31641
C  5.38943  2.67881  -0.39908
O  4.92281  1.56287  0.33662
H  4.71096  3.51969  -0.23750
H  6.39066  2.95005  -0.05540
H  5.41238  2.43118  -1.46312
H  5.54429  0.83303  0.17372
C  -3.98975  -3.83871  5.87051
O  -3.35801  -2.79220  6.58468
H  -3.71232  -3.76729  4.81626
H  -3.66052  -4.80223  6.26721
H  -5.07409  -3.74412  5.96693
H  -3.62264  -2.88141  7.51605
C  2.36517  4.12264  6.53419
O  1.83140  3.11068  5.70033
H  2.99810  4.78038  5.93394
H  1.54943  4.70426  6.97057
H  2.96490  3.66566  7.32509
H  1.27475  2.54312  6.26019
C  -5.99261  0.77774  -2.09816
O  -5.36087  1.82425  -1.38398
H  -5.71518  0.84916  -3.15241
H  -5.66338  -0.18578  -1.70145
H  -7.07695  0.87233  -2.00173
H  -5.62550  1.73504  -0.45262

Results of the Löwdin charge analysis, in e, for atoms 1 through 5: -0.132, -0.244, -0.194, -0.191, -0.203

---

# 2
Density functional theory data (ωB97M-V with the def2-TZVPD basis set) for a cluster of 9 separate species, C24H71N13O9 in total.

The HOMO-LUMO gap is 8.37 eV. As for the structure (SMILES): COC[C@H](C)N.COC[C@H](C)N.COC[C@H](C)N.COC[C@H](C)N.COC[C@H](C)N.NC(N)=O.NC(N)=O.NC(N)=O.NC(N)=O. The total energy is -63838.948 eV. The value obtained for the energy above the lowest of the compared OMol25 structures with the same formula, charge and spin is 1.7571 eV.

Geometry (Å):
C  -0.33568  -24.61330  -16.20522
O  -0.04128  -23.27640  -16.48598
C  0.63885  -22.56422  -15.44899
C  0.45298  -21.08388  -15.61732
C  0.59357  -20.63309  -17.06348
N  1.30901  -20.33371  -14.71142
H  0.51329  -25.23016  -16.51582
H  -1.21091  -24.88180  -16.80388
H  -0.65269  -24.82893  -15.17790
H  0.31878  -22.99517  -14.49100
H  1.70609  -22.84703  -15.50174
H  -0.56910  -20.85766  -15.28167
H  -0.20761  -20.98813  -17.71792
H  1.43696  -21.17444  -17.52436
H  0.82545  -19.57954  -17.19100
H  0.90361  -19.42862  -14.50525
H  2.21380  -20.14041  -15.13084
C  4.92395  -16.30397  -9.06416
O  5.68736  -17.36552  -9.53498
C  5.57768  -17.76709  -10.88365
C  5.99110  -19.22635  -10.97963
C  6.06955  -19.71196  -12.40858
N  5.14590  -20.13084  -10.16072
H  3.86246  -16.27856  -9.35666
H  5.33476  -15.36064  -9.45940
H  4.97163  -16.29197  -7.97936
H  4.54861  -17.62791  -11.23639
H  6.34525  -17.21160  -11.44402
H  6.96526  -19.38582  -10.50684
H  5.07757  -19.82513  -12.85964
H  6.45914  -20.72566  -12.50112
H  6.68611  -19.04331  -13.01046
H  4.19031  -20.18468  -10.54002
H  4.85811  -19.55729  -9.35651
C  7.16169  -14.66346  -13.81838
O  8.22154  -14.22382  -14.64127
C  8.60804  -12.89724  -14.34181
C  9.62261  -12.48797  -15.39821
C  10.26492  -11.14133  -15.00490
N  9.06004  -12.39855  -16.75144
H  6.95063  -15.73349  -13.84201
H  6.25572  -14.17590  -14.20407
H  7.39531  -14.39774  -12.78022
H  7.72450  -12.23850  -14.33406
H  9.03510  -12.87627  -13.32973
H  10.31922  -13.32820  -15.35718
H  9.45835  -10.40448  -14.96411
H  11.04865  -10.87693  -15.70557
H  10.59383  -11.18071  -13.96045
H  8.50607  -11.55961  -16.89432
H  9.87319  -12.24110  -17.34263
C  -0.80779  -17.55619  -7.72780
O  -0.65239  -16.59676  -8.74271
C  0.58214  -16.59616  -9.41353
C  0.83804  -15.20059  -9.93190
C  -0.23115  -14.69937  -10.89766
N  2.06686  -15.28031  -10.74846
H  -1.74073  -17.38188  -7.20216
H  0.01833  -17.49314  -7.00548
H  -0.77754  -18.57533  -8.13736
H  1.42960  -16.90030  -8.78580
H  0.49341  -17.26255  -10.28424
H  0.89445  -14.46226  -9.12639
H  -0.07402  -13.66541  -11.19715
H  -1.21761  -14.74966  -10.41282
H  -0.41469  -15.33705  -11.76431
H  2.47884  -14.39772  -11.00890
H  2.76607  -15.94195  -10.43444
C  6.57402  -18.16545  -20.19621
O  5.22346  -18.31123  -20.56802
C  4.34882  -17.90091  -19.53640
C  2.94620  -17.65625  -20.03788
C  2.07331  -17.25318  -18.83937
N  2.36117  -18.83047  -20.67630
H  7.15320  -18.37752  -21.09328
H  6.84068  -18.89793  -19.42086
H  6.81528  -17.17259  -19.80286
H  4.39971  -18.61400  -18.70142
H  4.71085  -16.95890  -19.08438
H  2.95360  -16.86732  -20.79527
H  2.31430  -17.99156  -18.06978
H  1.01169  -17.36931  -19.04078
H  2.39755  -16.25195  -18.56382
H  1.91337  -19.48194  -20.05336
H  2.97209  -19.24635  -21.36047
N  -1.88681  -19.16670  -12.28089
C  -1.85924  -18.62417  -13.53990
N  -3.09900  -18.36850  -14.07338
O  -0.81871  -18.22581  -14.05133
H  -2.78576  -19.25648  -11.84286
H  -1.08036  -19.40802  -11.74000
H  -3.89507  -18.67853  -13.54662
H  -3.20452  -18.21782  -15.05841
N  6.38133  -20.50638  -15.49114
C  5.09157  -20.19606  -15.90807
N  4.92254  -18.84522  -16.06737
O  4.28063  -21.04677  -16.21151
H  7.05366  -19.76353  -15.42360
H  6.75364  -21.42606  -15.63035
H  4.02860  -18.44652  -16.31440
H  5.56132  -18.19785  -15.64254
N  1.59256  -16.72649  -13.39588
C  2.60527  -16.87059  -14.29615
N  3.86836  -16.60980  -13.81293
O  2.39036  -17.17442  -15.47523
H  1.86940  -16.29456  -12.51506
H  0.63271  -16.86813  -13.66112
H  4.52008  -16.44113  -14.55388
H  3.95498  -16.43699  -12.83141
N  0.17492  -12.60121  -16.33831
C  1.01882  -13.69621  -16.45049
N  0.39998  -14.88753  -16.21445
O  2.20685  -13.55134  -16.61794
H  -0.79752  -12.73454  -16.54759
H  0.56912  -11.68301  -16.38367
H  0.97729  -15.71685  -16.24053
H  -0.55349  -14.92878  -15.91516

Results of the Löwdin charge analysis, in e, for atoms 1 through 5: -0.131, -0.200, -0.198, -0.437, -0.051